The following is a quantum chemistry calculation of 2 unconnected molecules or ions with the total composition C6H15NO in a non-equilibrium geometry, from the Open Molecules 2025 dataset.

Cartesian coordinates (Å):
C (-2.008, 2.147, 0.268)
C (-0.821, 1.295, -0.203)
C (-0.907, 0.009, -0.476)
C (-2.178, -0.810, -0.335)
C (0.231, -0.726, -1.006)
C (1.125, -1.295, 0.209)
N (1.200, -2.707, 0.287)
H (-2.811, 1.481, 0.673)
H (-1.731, 2.960, 1.042)
H (-2.522, 2.706, -0.527)
H (0.125, 1.951, -0.305)
H (-2.009, -1.873, -0.382)
H (-2.875, -0.416, 0.282)
H (-2.849, -0.832, -1.200)
H (0.071, -1.508, -1.628)
H (0.887, -0.067, -1.677)
H (2.167, -0.835, 0.171)
H (0.441, -0.813, 1.003)
H (0.653, -3.233, 0.961)
H (2.079, -3.042, 0.131)
O (2.831, 1.869, 0.872)
H (2.344, 1.601, 1.543)
H (2.327, 2.200, 0.176)

Computed properties:
2S+1 ... 1
Gap between HOMO and LUMO ... 9.4019 eV
Energy ... -367.50445 Ha
Lowest unoccupied orbital energy ... 0.910 eV


The following is a quantum chemistry calculation of 2 unconnected molecules or ions with the total composition C6H15NO in a non-equilibrium geometry, from the Open Molecules 2025 dataset.

Cartesian coordinates (Å):
C (1.114, 2.036, -1.507)
C (-0.113, 1.559, -0.685)
C (-0.290, 0.080, -0.617)
C (-1.584, -0.458, -1.166)
C (0.498, -0.694, 0.172)
C (0.530, -2.145, 0.092)
N (1.358, -0.133, 1.123)
H (0.951, 2.115, -2.581)
H (1.886, 1.259, -1.503)
H (1.461, 2.942, -1.014)
H (0.060, 1.955, 0.335)
H (-0.957, 2.206, -0.935)
H (-1.618, -1.498, -1.523)
H (-2.393, -0.480, -0.423)
H (-1.994, 0.060, -2.037)
H (-0.466, -2.583, 0.179)
H (0.980, -2.528, -0.837)
H (1.185, -2.675, 0.790)
H (1.480, 0.870, 1.057)
H (2.256, -0.548, 1.285)
O (-1.609, -0.786, 3.368)
H (-0.670, -0.551, 3.439)
H (-2.066, -0.004, 2.990)

Computed properties:
2S+1 ... 1
Gap between HOMO and LUMO ... 8.4017 eV
Energy ... -367.56505 Ha
Lowest unoccupied orbital energy ... 0.825 eV


The following is a quantum chemistry calculation of 2 unconnected molecules or ions with the total composition C6H15NO in a non-equilibrium geometry, from the Open Molecules 2025 dataset.

Cartesian coordinates (Å):
C (0.491, -2.621, -1.593)
C (0.766, -2.497, -0.123)
N (1.898, -1.795, 0.266)
O (-0.116, -2.899, 0.657)
H (1.382, -3.017, -2.176)
H (0.190, -1.686, -2.020)
H (-0.352, -3.357, -1.710)
H (2.415, -1.269, -0.421)
H (1.896, -1.513, 1.236)
C (0.531, 2.403, 1.764)
C (-0.707, 1.685, 1.152)
C (-0.552, 1.310, -0.353)
C (-1.773, 0.549, -0.915)
H (1.393, 1.730, 1.801)
H (0.407, 2.772, 2.843)
H (0.821, 3.238, 1.146)
H (-1.626, 2.323, 1.262)
H (-0.904, 0.756, 1.740)
H (-0.292, 2.177, -0.929)
H (0.329, 0.686, -0.436)
H (-1.497, 0.087, -1.841)
H (-2.626, 1.193, -1.109)
H (-2.076, -0.253, -0.240)

Computed properties:
2S+1 ... 1
Gap between HOMO and LUMO ... 10.6155 eV
Energy ... -367.61133 Ha
Lowest unoccupied orbital energy ... 0.785 eV